Entry from OMol25: C37H29BrGeN5SW as an isolated structure (the ωB97M-V functional and the def2-TZVPD basis).

Results
Charge: +2
Multiplicity: 2
Total energy, hartree: -6816.7797
Molecular weight, g/mol: 912.10

Each line ends with the Löwdin charge.
Atoms and positions in Å:
W: -1.14 -0.78 -0.95  1.03
Br: -0.53 0.52 -3.09  1.02
C: -0.63 -0.93 -4.32  -0.51
C: -0.33 -0.73 -5.63  -0.06
C: -0.42 -1.83 -6.50  -0.03
C: -0.81 -3.05 -6.02  0.01
C: -1.12 -3.24 -4.66  -0.14
C: -1.55 -4.49 -4.16  0.03
C: -1.87 -4.64 -2.83  -0.04
C: -1.75 -3.56 -1.95  -0.11
C: -1.31 -2.30 -2.36  -0.32
C: -1.02 -2.15 -3.76  -0.24
H: -0.03 0.25 -6.00  0.12
H: -0.18 -1.70 -7.55  0.13
H: -0.89 -3.90 -6.69  0.13
H: -1.64 -5.32 -4.84  0.13
H: -2.22 -5.59 -2.46  0.12
H: -2.03 -3.73 -0.92  0.05
N: -2.75 0.08 -0.39  -0.06
C: -3.46 0.81 0.26  -0.25
N: -4.23 1.52 0.87  0.19
C: -4.01 2.66 1.51  -0.29
N: -3.82 3.64 2.08  0.20
N: -2.67 -1.62 2.66  0.18
C: -1.43 -1.34 2.31  -0.70
S: -0.80 -2.22 0.89  0.71
N: -0.69 -0.51 2.99  0.12
C: -1.19 0.20 4.15  -0.25
C: -1.18 -0.42 5.39  -0.02
C: -1.67 0.27 6.49  -0.04
C: -2.16 1.56 6.34  -0.04
C: -2.16 2.17 5.09  -0.04
C: -1.67 1.49 3.99  -0.02
H: -3.20 -2.30 2.15  0.12
H: -3.07 -1.23 3.51  0.14
H: 0.26 -0.34 2.68  0.09
H: -0.78 -1.43 5.49  0.13
H: -1.66 -0.20 7.46  0.12
H: -2.54 2.09 7.20  0.12
H: -2.55 3.17 4.97  0.12
H: -1.66 1.97 3.01  0.09
C: -0.44 4.91 -1.12  -0.05
C: -0.98 4.11 -0.12  -0.06
C: -0.48 2.84 0.08  -0.16
C: 0.56 2.33 -0.71  -0.40
C: 1.09 3.15 -1.71  -0.13
C: 0.60 4.43 -1.91  -0.05
Ge: 1.19 0.53 -0.39  0.88
C: 2.54 -0.17 -1.60  -0.35
C: 2.37 -1.36 -2.31  -0.14
C: 3.38 -1.85 -3.13  -0.06
C: 4.57 -1.14 -3.25  -0.06
C: 4.75 0.05 -2.55  -0.06
C: 3.74 0.52 -1.72  -0.10
C: 1.84 0.37 1.44  -0.36
C: 2.39 -0.84 1.88  -0.14
C: 2.87 -0.96 3.18  -0.06
C: 2.81 0.12 4.04  -0.05
C: 2.29 1.33 3.61  -0.06
C: 1.81 1.46 2.31  -0.11
H: -0.82 5.91 -1.28  0.12
H: -1.78 4.49 0.51  0.09
H: -0.89 2.23 0.89  0.07
H: 1.90 2.78 -2.34  0.10
H: 1.02 5.06 -2.68  0.12
H: 1.45 -1.94 -2.22  0.07
H: 3.25 -2.78 -3.66  0.11
H: 5.36 -1.51 -3.89  0.12
H: 5.68 0.59 -2.63  0.12
H: 3.90 1.44 -1.16  0.11
H: 2.45 -1.69 1.21  0.10
H: 3.30 -1.90 3.51  0.12
H: 3.19 0.03 5.05  0.12
H: 2.26 2.18 4.28  0.12
H: 1.41 2.41 1.99  0.10

=====

Entry from OMol25: a 2-piece molecular cluster, C3H7NO overall (the ωB97M-V functional and the def2-TZVPD basis).

Results
Charge: 0
Total energy, hartree: -248.4314
Molecular weight, g/mol: 73.09
Structure (SMILES): C=CN.C=O

Each line ends with the Löwdin charge.
Atoms and positions in Å:
C: 1.36 1.04 1.40  -0.05
C: 2.33 1.44 0.57  -0.32
N: 2.44 1.08 -0.74  0.05
H: 1.23 1.60 2.31  0.03
H: 0.79 0.15 1.26  0.02
H: 3.05 2.11 1.02  0.10
H: 1.73 0.48 -1.12  0.09
H: 3.21 1.38 -1.30  0.08
C: -3.05 -1.56 -0.06  -0.16
O: -3.14 -2.05 -1.15  0.01
H: -3.78 -0.86 0.38  0.08
H: -2.22 -1.72 0.65  0.08

=====

Entry from OMol25: a 4-piece molecular cluster, H8O4 overall (the ωB97M-V functional and the def2-TZVPD basis).

Results
Charge: 0
Total energy, hartree: -305.7406
Molecular weight, g/mol: 72.06
Structure (SMILES): O.O.O.O

Each line ends with the Löwdin charge.
Atoms and positions in Å:
O: -1.58 -1.02 -1.36  0.01
H: -2.40 -1.31 -1.02  0.04
H: -1.64 -0.19 -1.76  0.02
O: 1.05 -1.04 -0.06  -0.06
H: 1.11 -0.10 -0.10  -0.03
H: 0.13 -1.20 -0.33  0.01
O: 0.70 1.64 -0.34  -0.01
H: 1.39 2.24 -0.62  0.08
H: 0.09 1.45 -1.02  0.02
O: 0.56 -0.21 2.52  -0.05
H: 0.86 -0.51 1.69  -0.06
H: -0.29 0.23 2.41  0.03

=====

Entry from OMol25: one molecule with the formula C22H26N2O5 (the ωB97M-V functional and the def2-TZVPD basis).

Results
Charge: 0
Total energy, hartree: -1339.6256
Molecular weight, g/mol: 398.46
Structure (SMILES): CC(C)Oc1ccc(/C(O)=C2/C(=O)C(=O)N(CCN(C)C)[C@H]2c2ccco2)cc1

Each line ends with the Löwdin charge.
Atoms and positions in Å:
C: 6.04 -3.08 -1.65  -0.04
C: 5.22 -2.37 -0.57  -0.43
C: 5.58 -0.89 -0.49  -0.03
O: 3.86 -2.54 -0.94  -0.02
C: 2.87 -2.32 -0.05  -0.25
C: 3.03 -2.05 1.31  0.00
C: 1.93 -1.83 2.11  0.00
C: 0.64 -1.84 1.58  -0.15
C: -0.48 -1.49 2.45  -0.19
O: -0.45 -1.98 3.67  0.13
C: -1.48 -0.62 2.07  -0.04
C: -2.44 -0.14 3.02  -0.23
O: -2.58 -0.54 4.17  0.09
C: -3.19 1.00 2.35  -0.36
O: -4.07 1.69 2.81  0.10
N: -2.64 1.13 1.12  0.00
C: -3.06 2.15 0.19  -0.11
C: -3.86 1.56 -0.99  -0.19
N: -4.21 2.59 -1.94  -0.28
C: -4.50 2.03 -3.25  -0.11
C: -5.32 3.41 -1.49  -0.10
C: -1.62 0.16 0.79  -0.16
C: -0.33 0.79 0.36  -0.25
C: 0.60 1.51 1.05  0.00
C: 1.64 1.80 0.14  -0.05
C: 1.27 1.23 -1.04  -0.11
O: 0.08 0.62 -0.91  0.04
C: 0.48 -2.15 0.23  -0.01
C: 1.57 -2.39 -0.57  0.02
H: 5.76 -4.13 -1.70  0.08
H: 7.10 -3.00 -1.43  0.08
H: 5.84 -2.62 -2.62  0.08
H: 5.41 -2.87 0.39  0.14
H: 6.62 -0.78 -0.19  0.08
H: 5.44 -0.42 -1.46  0.09
H: 4.95 -0.38 0.24  0.07
H: 4.01 -2.01 1.76  0.11
H: 2.06 -1.62 3.16  0.12
H: -1.22 -1.61 4.19  0.11
H: -2.19 2.67 -0.21  0.14
H: -3.67 2.84 0.76  0.12
H: -3.23 0.83 -1.50  0.11
H: -4.75 1.04 -0.59  0.13
H: -3.62 1.49 -3.61  0.08
H: -5.36 1.35 -3.25  0.09
H: -4.70 2.85 -3.94  0.08
H: -5.49 4.20 -2.22  0.08
H: -5.07 3.87 -0.54  0.08
H: -6.25 2.83 -1.36  0.09
H: -1.97 -0.47 -0.04  0.16
H: 0.54 1.81 2.08  0.12
H: 2.53 2.35 0.34  0.10
H: 1.75 1.19 -2.00  0.12
H: -0.51 -2.22 -0.19  0.12
H: 1.45 -2.63 -1.61  0.13

=====

Entry from OMol25: C15H17ClN2O4PdS2Si as an isolated structure (the ωB97M-V functional and the def2-TZVPD basis).

Results
Charge: 0
Total energy, hartree: -2665.9985
Molecular weight, g/mol: 523.40

Each line ends with the Löwdin charge.
Atoms and positions in Å:
Pd: -0.67 -0.25 -1.54  0.72
C: 4.59 -0.88 2.97  -0.19
Si: 2.78 -0.81 2.55  0.49
C: 1.91 -2.31 3.20  -0.18
C: 2.04 0.75 3.24  -0.18
C: 2.64 -0.78 0.67  -0.22
C: 3.77 -0.80 -0.16  -0.06
C: 3.67 -0.74 -1.55  -0.04
C: 2.42 -0.65 -2.13  -0.09
N: 1.33 -0.67 -1.36  -0.11
C: 1.43 -0.73 -0.03  -0.67
S: -0.24 -0.70 0.55  0.67
H: 4.71 -0.91 4.06  0.04
H: 5.13 -0.01 2.60  0.04
H: 5.07 -1.78 2.56  0.04
H: 2.01 -2.38 4.28  0.04
H: 2.33 -3.22 2.76  0.04
H: 0.84 -2.30 2.96  0.02
H: 2.16 0.78 4.32  0.04
H: 0.97 0.82 3.01  0.02
H: 2.53 1.63 2.81  0.04
H: 4.75 -0.84 0.29  0.10
H: 4.55 -0.74 -2.17  0.11
H: 2.26 -0.57 -3.19  0.11
S: -5.00 -1.36 -2.19  1.11
C: -3.32 -1.56 -2.00  -0.43
N: -2.70 -0.64 -1.33  -0.12
C: -3.59 0.37 -0.94  -0.31
C: -3.26 1.53 -0.23  -0.01
C: -4.27 2.42 0.06  -0.06
C: -5.60 2.18 -0.33  -0.07
C: -5.93 1.04 -1.03  -0.08
C: -4.91 0.14 -1.32  -0.46
H: -2.82 -2.43 -2.39  0.09
H: -2.24 1.72 0.06  0.10
H: -4.03 3.33 0.60  0.11
H: -6.37 2.90 -0.09  0.11
H: -6.95 0.85 -1.33  0.11
O: -0.27 2.50 -4.73  -0.30
Cl: -0.39 1.56 -3.67  0.65
O: 0.30 0.30 -4.00  -0.41
O: -1.79 1.18 -3.43  -0.39
O: 0.17 2.07 -2.43  -0.39

=====

Entry from OMol25: one molecule with the formula C4H8O2 (the ωB97M-V functional and the def2-TZVPD basis).

Results
Charge: 0
Total energy, hartree: -307.6916
Molecular weight, g/mol: 88.11
Structure (SMILES): CCCOC=O

Each line ends with the Löwdin charge.
Atoms and positions in Å:
C: -2.11 0.01 -0.22  -0.11
C: -0.82 0.64 0.32  -0.23
C: 0.39 -0.20 -0.05  -0.20
O: 1.60 0.40 0.46  -0.02
C: 2.71 -0.26 0.09  -0.35
O: 2.72 -1.25 -0.59  0.07
H: -2.27 -0.99 0.19  0.07
H: -2.98 0.62 0.05  0.07
H: -2.09 -0.07 -1.31  0.08
H: -0.88 0.73 1.42  0.11
H: -0.70 1.65 -0.08  0.11
H: 0.32 -1.21 0.36  0.13
H: 0.49 -0.29 -1.14  0.13
H: 3.61 0.22 0.50  0.15

=====

Entry from OMol25: C43H43BCsGeN8S2 as an isolated structure (the ωB97M-V functional and the def2-TZVPD basis).

Results
Charge: -2
Multiplicity: 2
Total energy, hartree: -5020.8562
Molecular weight, g/mol: 952.33

Each line ends with the Löwdin charge.
Atoms and positions in Å:
Cs: 0.34 0.12 0.19  0.85
C: 1.51 -2.86 -1.18  -0.12
N: 2.01 -1.97 -2.22  -0.16
C: 1.20 -2.00 -3.42  -0.21
C: -0.08 -1.18 -3.30  -0.21
N: 0.14 0.23 -3.03  -0.19
C: 1.07 0.83 -3.97  -0.09
C: -1.00 0.98 -2.66  -0.33
C: -2.28 0.44 -2.80  -0.05
C: -3.42 1.07 -2.32  -0.11
C: -3.30 2.29 -1.68  -0.11
C: -2.04 2.86 -1.55  -0.13
C: -0.87 2.25 -2.02  -0.66
S: 0.66 3.05 -1.72  0.58
C: 3.42 -2.13 -2.42  -0.28
C: 3.89 -2.89 -3.49  -0.07
C: 5.24 -3.06 -3.73  -0.14
C: 6.15 -2.46 -2.87  -0.14
C: 5.70 -1.72 -1.79  -0.16
C: 4.33 -1.51 -1.52  -0.68
S: 3.85 -0.54 -0.16  0.44
H: 1.65 -3.92 -1.45  0.10
H: 0.44 -2.70 -1.01  0.03
H: 2.04 -2.66 -0.25  0.02
H: 0.89 -3.03 -3.70  0.12
H: 1.79 -1.62 -4.25  0.10
H: -0.72 -1.59 -2.50  0.08
H: -0.62 -1.32 -4.25  0.12
H: 0.84 0.53 -5.00  0.09
H: 2.10 0.54 -3.73  0.09
H: 1.02 1.92 -3.90  0.02
H: -2.40 -0.52 -3.30  0.09
H: -4.38 0.59 -2.42  0.09
H: -4.16 2.79 -1.26  0.09
H: -1.93 3.81 -1.04  0.08
H: 3.17 -3.38 -4.14  0.09
H: 5.58 -3.66 -4.58  0.08
H: 7.22 -2.57 -3.03  0.08
H: 6.40 -1.24 -1.12  0.08
C: -2.89 -4.63 -0.56  -0.09
C: -2.40 -3.42 -1.08  -0.19
N: -2.00 -2.60 -0.12  0.07
N: -2.22 -3.26 1.04  -0.05
C: -2.76 -4.47 0.80  -0.12
B: -1.83 -2.68 2.43  -0.56
N: -0.29 -2.52 2.46  -0.06
C: 0.62 -3.41 2.01  -0.12
C: 1.87 -2.95 2.35  -0.10
C: 1.62 -1.75 3.04  -0.20
N: 0.31 -1.50 3.11  0.04
N: -2.53 -1.36 2.74  -0.05
C: -3.43 -1.15 3.73  -0.11
C: -3.86 0.15 3.66  -0.09
C: -3.14 0.68 2.57  -0.19
N: -2.35 -0.23 2.02  0.03
H: -3.29 -5.47 -1.09  0.07
H: -2.33 -3.11 -2.11  0.09
H: -3.00 -5.12 1.63  0.10
H: -2.21 -3.49 3.26  0.11
H: 0.30 -4.27 1.44  0.12
H: 2.83 -3.37 2.09  0.09
H: 2.32 -1.04 3.44  0.10
H: -3.69 -1.96 4.40  0.10
H: -4.57 0.65 4.30  0.07
H: -3.17 1.68 2.15  0.10
C: -1.81 7.45 1.67  -0.13
C: -1.51 6.58 2.71  -0.11
C: -0.71 5.47 2.49  -0.11
C: -0.19 5.20 1.22  -0.32
C: -0.50 6.08 0.18  -0.14
C: -1.30 7.20 0.41  -0.11
Ge: 0.89 3.58 0.88  0.83
C: 2.67 4.26 0.34  -0.37
C: 3.63 3.36 -0.15  -0.14
C: 4.89 3.79 -0.52  -0.09
C: 5.24 5.13 -0.41  -0.12
C: 4.30 6.04 0.07  -0.12
C: 3.03 5.60 0.44  -0.12
C: 1.34 2.81 2.69  -0.32
C: 2.62 2.99 3.24  -0.10
C: 2.97 2.39 4.44  -0.10
C: 2.06 1.59 5.12  -0.12
C: 0.80 1.38 4.58  -0.11
C: 0.45 1.99 3.38  -0.16
H: -2.43 8.32 1.85  0.08
H: -1.90 6.77 3.71  0.09
H: -0.48 4.80 3.31  0.09
H: -0.11 5.88 -0.81  0.08
H: -1.52 7.87 -0.41  0.09
H: 3.39 2.30 -0.26  0.04
H: 5.61 3.06 -0.89  0.10
H: 6.22 5.47 -0.70  0.08
H: 4.55 7.09 0.16  0.09
H: 2.31 6.32 0.81  0.09
H: 3.35 3.60 2.72  0.09
H: 3.97 2.54 4.84  0.09
H: 2.34 1.10 6.05  0.09
H: 0.09 0.72 5.06  0.10
H: -0.53 1.77 2.97  0.07

=====

Entry from OMol25: C2HBrO3 as an isolated structure (the ωB97M-V functional and the def2-TZVPD basis).

Results
Charge: 0
Multiplicity: 3
Total energy, hartree: -2876.3292
Molecular weight, g/mol: 152.93

Each line ends with the Löwdin charge.
Atoms and positions in Å:
C: -1.09 0.06 -0.19  -0.66
C: 0.80 0.13 0.04  -0.59
O: -2.24 0.10 -0.35  0.20
O: -0.33 0.42 0.80  0.06
O: -0.12 -0.36 -1.11  0.04
Br: 1.72 -1.37 1.03  0.85
H: 1.28 1.03 -0.23  0.10

=====

In the order shown, the computed relative energy (zero: lowest compared OMol25 entry of this formula, charge and spin) values come out to 0.0 249.6 101.5 300.7 0.0 54.8 0.0 180.2 kJ/mol.